[1]
The following is a quantum chemistry calculation of a structure of composition C16H45CrCuO13 in a non-equilibrium geometry, from the Open Molecules 2025 dataset.

Summary:
- E_LUMO (alpha / beta) (Ha) = -0.104 / -0.190
- DFT total energy (Eh) = -4299.28259
- HOMO-LUMO gap (alpha / beta) (eV) = 6.86 / 5.07

```
! wB97M-V def2-TZVPD RIJCOSX def2/J DEFGRID3
* xyz 1 6
Cu -0.972 -1.750 0.454
Cr -2.879 1.082 0.743
O -3.400 1.748 -1.146
O -2.536 0.779 2.866
O -2.345 3.057 1.379
O -3.145 -1.080 0.544
O 1.091 -2.435 0.379
O 5.266 3.030 2.776
O -1.672 -3.852 -0.204
O 2.824 4.626 1.646
O -0.776 0.427 0.614
O 1.821 -3.619 3.150
O 5.259 -1.503 -2.472
O -1.095 -1.541 -1.789
O 2.599 -2.620 -1.902
C -2.497 3.235 2.834
C -1.905 1.937 3.411
C -3.217 1.473 -2.496
C -4.444 -1.543 0.581
C 2.217 -2.124 1.245
C 4.053 -1.222 -3.201
C 2.609 -3.408 1.972
C -1.900 -2.603 -2.284
C -1.554 -3.927 -1.649
C 3.934 4.042 0.968
C 2.844 -1.268 -2.295
C 0.448 2.384 -0.377
C 5.227 3.971 1.725
C -4.716 -2.897 1.248
C -2.978 2.738 -3.317
C 0.369 0.926 -0.058
H 2.719 4.165 2.484
H -1.874 -2.671 -3.376
H 2.309 -4.272 1.372
H -2.078 1.815 4.486
H 5.995 3.714 0.988
H -2.327 3.493 -2.886
H 1.242 0.664 0.564
H -5.781 -3.139 1.219
H -2.302 -4.560 -0.044
H -3.545 3.470 3.027
H 3.690 -3.397 2.117
H 3.922 -1.765 -4.141
H -0.820 1.915 3.293
H -5.157 -0.796 0.968
H -0.529 -4.225 -1.880
H -1.272 -0.765 -2.337
H -2.377 0.762 -2.629
H 0.601 0.277 -0.914
H -1.974 0.025 3.074
H 2.965 -1.612 0.644
H -2.186 3.933 1.015
H -3.942 3.165 -3.592
H 1.560 -2.573 -0.476
H -2.974 -2.418 -2.164
H 0.300 3.024 0.487
H 0.972 -3.221 2.927
H 3.375 -3.176 -2.002
H -4.932 -1.616 -0.407
H 1.396 2.507 -0.908
H 2.054 -1.040 -3.025
H -2.286 -4.644 -2.020
H 4.058 4.491 -0.016
H -4.149 -3.676 0.740
H 3.581 3.005 0.857
H -2.560 2.318 -4.239
H -4.083 0.931 -2.898
H 2.761 -0.415 -1.621
H -0.226 2.642 -1.200
H -4.542 -2.851 2.326
H 4.105 -0.223 -3.644
H 5.499 4.966 2.100
H 4.937 3.510 3.544
H 5.424 -2.448 -2.404
H -1.986 4.141 3.157
H 1.904 -1.493 2.083
*
```

[2]
The following is a quantum chemistry calculation of a cluster of 5 separate species, C16H45N3O5 in total in a non-equilibrium geometry, from the Open Molecules 2025 dataset.

Summary:
- E_LUMO (Ha) = 0.029
- DFT total energy (Eh) = -1176.75630
- SMILES = COC[C@H](C)N.COC[C@H](C)N.COC[C@H](C)N.CCO.CCO
- HOMO-LUMO gap (eV) = 9.44

```
! wB97M-V def2-TZVPD RIJCOSX def2/J DEFGRID3
* xyz 0 1
O 2.057 0.356 -3.835
O -1.099 -2.666 -2.204
O 0.093 -0.733 -0.951
O 3.081 2.712 2.617
O -1.581 -0.535 3.457
N -0.829 1.852 -2.019
N 1.742 0.021 4.723
N -1.394 0.345 0.648
C -0.570 2.016 -4.395
C 2.588 2.118 3.826
C -1.762 -1.820 -4.292
C 0.978 -1.710 -0.487
C 2.064 0.701 3.557
C 0.957 0.507 2.508
C -2.621 0.126 4.133
C 4.214 3.535 2.742
C -2.420 -0.589 1.128
C 0.710 -2.097 0.872
C -2.019 -1.771 -2.792
C 1.297 1.097 -2.870
C -0.223 1.264 -3.183
C -2.951 -1.369 -0.124
C -1.841 -1.382 2.295
C 1.713 -1.007 -3.999
H 3.350 1.978 4.593
H -3.061 -1.973 -2.544
H -2.133 0.530 5.020
H -0.698 -1.951 -4.485
H -2.978 0.976 3.553
H 1.186 1.191 1.691
H 1.102 -0.703 4.429
H -2.143 -0.984 -4.879
H -3.717 -2.099 0.138
H -1.028 0.643 1.541
H -0.958 -2.001 2.136
H -3.431 -0.564 4.370
H -0.157 1.494 -5.258
H 0.572 -0.096 -1.488
H 0.633 -1.026 -4.145
H -0.736 2.854 -1.941
H -3.462 -0.703 -0.819
H 1.024 -0.483 2.058
H 1.887 2.884 4.158
H -0.083 2.991 -4.402
H -0.736 0.304 -3.125
H 1.880 -1.101 -0.556
H 2.949 0.203 3.162
H -1.634 2.093 -4.618
H 2.147 -1.398 -4.919
H -2.571 -2.045 2.759
H 1.100 -1.405 1.618
H -2.174 -2.738 -4.713
H 4.357 4.079 1.809
H -0.733 -2.176 -1.464
H -0.030 0.632 2.954
H 1.364 0.602 -1.901
H -1.684 -0.766 -2.534
H 4.269 4.238 3.574
H 2.049 -1.593 -3.144
H 5.060 2.882 2.955
H -0.609 -0.252 0.431
H -0.341 -2.199 1.145
H 1.780 2.046 -2.640
H -1.828 1.701 -2.011
H -3.302 -0.027 1.432
H 1.120 -2.599 -1.101
H 1.208 0.516 5.424
H 1.201 -3.043 1.100
H -2.195 -1.883 -0.718
*
```

[3]
The following is a quantum chemistry calculation of a cluster of 6 separate species, C16H45NO9 in total in a non-equilibrium geometry, from the Open Molecules 2025 dataset.

Summary:
- E_LUMO (Ha) = 0.016
- DFT total energy (Eh) = -1368.24454
- SMILES = COCCNCCOC.OCCO.OCCO.CCO.CCO.CCO
- HOMO-LUMO gap (eV) = 9.71

```
! wB97M-V def2-TZVPD RIJCOSX def2/J DEFGRID3
* xyz 0 1
O -0.807 -1.946 -2.869
O 3.894 3.245 0.594
O -3.154 0.803 -0.885
O 0.793 -1.118 2.900
O -2.516 3.563 1.517
O 0.265 1.452 -2.905
O -1.359 -5.233 -1.884
O 1.878 -1.888 -1.343
O 0.785 -0.054 0.530
N 0.503 2.645 -0.149
C -3.436 -0.532 -0.650
C -0.632 0.419 -2.652
C -0.478 -0.537 1.026
C -4.146 -0.672 0.613
C -1.708 2.897 0.945
C 2.609 2.715 0.614
C 3.677 -1.983 -0.094
C -0.777 -4.575 0.228
C -0.347 -4.893 -1.085
C 2.645 -2.824 -0.570
C -0.366 3.498 0.645
C -0.520 -0.614 2.537
C 4.763 2.541 1.463
C 1.773 3.338 -0.469
C -0.277 -0.762 -3.443
C -2.293 3.726 2.905
H 2.180 3.000 1.538
H -1.260 0.102 0.626
H -1.248 -1.255 2.988
H -0.687 -0.692 -4.482
H 0.954 -2.142 -1.318
H 0.212 -4.038 -1.561
H -1.436 4.465 2.998
H -0.453 -1.469 0.547
H -4.345 -1.740 0.853
H 2.629 1.668 0.665
H 0.103 -4.461 0.872
H -0.024 2.455 -1.006
H -3.623 -0.269 1.478
H -1.059 -5.462 -2.705
H -3.205 4.143 3.426
H 0.682 0.888 0.242
H -4.166 -0.793 -1.483
H -0.740 0.218 -1.658
H 3.269 -1.001 0.415
H 1.971 -3.134 0.146
H 1.141 1.175 -2.556
H 0.182 3.707 1.577
H -0.472 4.380 0.074
H 0.273 -5.774 -0.932
H 2.055 3.255 -1.524
H -2.012 2.721 3.389
H 0.842 -0.906 -3.517
H 4.383 -1.559 -0.789
H 1.311 -0.755 2.198
H 4.216 -2.550 0.709
H 1.595 4.382 -0.278
H 4.315 2.172 2.384
H 5.608 3.201 1.620
H -1.660 1.917 1.426
H -0.718 0.328 2.937
H -1.420 -5.271 0.846
H -1.756 -1.839 -2.906
H -1.315 -3.626 0.303
H -5.161 -0.215 0.524
H -1.610 0.546 -3.009
H -2.080 2.744 -0.094
H 2.841 -3.643 -1.263
H -2.479 -1.084 -0.810
H 5.246 1.729 0.891
H -3.858 1.240 -1.320
*
```

[4]
The following is a quantum chemistry calculation of a structure of composition C16H46AgCdO9S7 in a non-equilibrium geometry, from the Open Molecules 2025 dataset.

Summary:
- E_LUMO (Ha) = -0.147
- DFT total energy (Eh) = -4415.86066
- HOMO-LUMO gap (eV) = 6.24

```
! wB97M-V def2-TZVPD RIJCOSX def2/J DEFGRID3
* xyz 1 1
Cd -2.291 0.241 -0.587
Ag -0.316 -3.193 -2.512
S -3.196 -5.007 -3.277
S -1.115 1.769 -3.542
S 5.280 -2.441 -0.815
S -3.507 -0.737 2.635
S 3.754 -2.091 3.600
S 1.151 5.518 0.799
S -0.365 3.009 4.838
O -2.102 1.084 -2.634
O -3.028 0.047 1.434
O -1.316 2.354 5.740
O -1.128 -1.414 -1.098
O -0.526 1.190 0.153
O 5.410 -2.797 0.604
O 3.100 -2.500 4.852
O -1.737 -4.882 -3.632
O 1.674 6.890 0.642
C -3.158 0.213 4.131
C 0.519 0.395 -0.304
C 2.598 -2.399 2.259
C 2.377 4.453 0.024
C 4.482 -3.836 -1.619
C -0.012 5.422 -0.559
C 3.946 -1.247 -1.029
C -1.118 0.772 -5.026
C 0.358 1.697 3.834
C -4.163 -4.906 -4.781
C 0.147 -1.081 -0.515
C -2.391 -2.107 2.886
C 3.692 -0.294 3.528
C -3.599 -3.369 -2.661
C -1.242 3.693 3.419
C -1.987 3.149 -4.229
H -4.001 0.038 4.797
H 4.000 -3.585 -2.567
H -0.385 1.253 3.169
H 3.977 0.110 4.493
H 4.348 0.028 2.718
H 4.150 -0.284 -0.569
H -0.815 6.111 -0.284
H -2.725 -2.703 3.728
H -4.658 -3.123 -2.692
H 2.736 -3.431 1.942
H 2.761 -1.715 1.434
H -1.257 -0.280 -4.796
H 0.450 5.805 -1.467
H -1.935 1.040 -5.703
H 2.941 5.093 -0.655
H -5.134 -4.483 -4.533
H 3.839 -0.976 -2.085
H 3.128 4.081 0.728
H -2.202 -0.031 4.573
H -4.249 -5.932 -5.138
H -0.464 4.433 -0.662
H 2.683 0.045 3.285
H 1.914 3.562 -0.397
H 0.127 -1.510 0.506
H -3.044 -2.672 -3.300
H -1.352 -1.774 2.912
H -2.443 -2.698 1.966
H -0.219 0.954 -5.617
H -3.210 -3.190 -1.656
H 3.691 -4.284 -1.008
H -3.019 2.935 -4.528
H 0.905 -1.703 -1.027
H -3.724 -4.339 -5.602
H 1.581 -2.323 2.653
H 0.694 0.914 4.515
H 3.046 -1.761 -0.701
H 1.187 2.096 3.252
H -2.084 3.993 -3.553
H -1.845 4.566 3.650
H -1.496 3.465 -5.154
H 1.388 0.468 0.379
H 0.954 0.808 -1.248
H -3.261 1.229 3.758
H -1.866 2.860 3.094
H 5.249 -4.588 -1.780
H -0.550 3.906 2.610
*
```

[5]
The following is a quantum chemistry calculation of a structure of composition C16H46CdO9S7 in a non-equilibrium geometry, from the Open Molecules 2025 dataset.

Summary:
- E_LUMO (Ha) = -0.031
- DFT total energy (Eh) = -4269.07681
- HOMO-LUMO gap (eV) = 7.60

```
! wB97M-V def2-TZVPD RIJCOSX def2/J DEFGRID3
* xyz 0 1
Cd -0.657 0.085 -3.597
S -0.790 6.475 -1.517
S 2.966 -0.059 3.522
S -2.593 -1.652 -5.829
S 0.051 -5.676 -0.392
S 3.717 3.244 0.187
S -0.847 -3.495 4.016
S -1.063 2.279 4.053
O 0.208 1.322 -2.159
O 4.778 4.322 0.172
O -0.509 -4.898 3.544
O 0.605 -6.963 -0.960
O -1.486 -0.725 -5.381
O 0.688 6.765 -1.370
O 4.088 -0.969 3.084
O -1.442 -1.208 -2.176
O -0.047 1.212 4.401
C -2.165 1.674 2.733
C 2.078 0.229 1.990
C -2.650 -3.467 4.036
C -0.112 3.458 3.052
C 1.302 -5.164 0.845
C 2.173 4.099 -0.248
C -0.829 -0.748 -0.977
C -0.876 4.872 -2.280
C -1.974 -2.441 -7.322
C 0.281 -4.279 -1.558
C -0.684 -2.399 2.505
C 1.823 -1.251 4.279
C 3.874 2.256 -1.343
C -1.331 5.931 0.120
C -2.517 -3.158 -4.773
C -0.121 0.675 -0.940
H 1.524 -1.913 3.462
H 2.474 4.884 -0.941
H -3.138 -3.677 3.085
H 1.313 -3.961 -1.698
H -1.516 6.834 0.696
H -0.619 4.847 -3.340
H 1.801 4.592 0.649
H -1.477 -3.467 -4.863
H -0.935 -3.010 1.637
H 3.981 2.877 -2.232
H 2.043 -0.721 1.455
H -3.189 -3.962 -5.071
H -0.761 1.338 -0.343
H -0.150 4.156 -1.893
H -0.460 -3.523 -1.302
H 1.075 -4.131 1.102
H -0.004 -4.649 -2.545
H -1.906 4.528 -2.171
H -2.785 -2.827 -3.770
H 1.234 -5.854 1.685
H -0.509 5.322 0.497
H -2.079 -1.652 -8.069
H -3.170 -4.030 4.810
H -1.489 1.061 2.135
H 2.343 -5.234 0.527
H -0.759 4.093 2.446
H -2.204 5.289 0.002
H 0.350 -2.081 2.373
H -0.902 -2.642 -7.287
H -0.009 -1.425 -0.709
H -2.590 2.536 2.222
H 0.475 4.067 3.739
H 2.221 -1.960 5.003
H 4.664 1.510 -1.287
H 2.644 0.939 1.388
H 0.807 0.662 -0.359
H -1.501 -0.807 -0.116
H 1.418 3.441 -0.677
H 1.072 0.591 2.200
H 0.925 -0.795 4.693
H 0.579 2.981 2.356
H -2.444 -3.364 -7.658
H -1.348 -1.535 2.488
H -2.932 1.027 3.154
H 2.920 1.740 -1.482
H -2.925 -2.440 4.295
*
```

[6]
The following is a quantum chemistry calculation of a structure of composition C16H46Mn2N2O12S in a non-equilibrium geometry, from the Open Molecules 2025 dataset.

Summary:
- E_LUMO (alpha / beta) (Ha) = -0.214 / -0.230
- DFT total energy (Eh) = -4349.25660
- HOMO-LUMO gap (alpha / beta) (eV) = 8.23 / 7.80

```
! wB97M-V def2-TZVPD RIJCOSX def2/J DEFGRID3
* xyz 2 11
Mn 0.109 -2.096 -2.685
Mn -1.148 -0.474 2.372
S 0.147 -0.295 0.039
O -0.472 -0.971 4.372
O -1.516 -0.930 -3.275
O 0.705 0.786 -0.746
O 0.390 -1.556 -0.694
O -1.059 2.886 -1.445
O 1.615 -0.539 -2.945
O -2.848 3.274 2.589
O 3.792 -0.078 1.293
O -1.261 -0.070 0.340
O 2.785 4.673 -0.761
O 1.169 -3.863 -2.126
O 0.649 -0.476 1.443
N -1.396 -3.315 -1.854
N -0.918 1.577 3.142
C 0.477 -4.787 -1.280
C -1.991 3.086 1.499
C 3.565 -1.455 1.306
C -2.725 -1.475 -2.791
C 0.112 1.524 4.187
C -1.651 0.361 -3.863
C -0.055 3.862 -1.783
C -0.660 2.553 2.062
C -4.222 3.488 2.263
C 0.274 0.160 4.874
C 2.501 -4.245 -2.418
C -0.354 -1.984 5.427
C -0.967 -4.712 -1.725
C 2.614 3.710 0.322
C 2.141 0.368 -3.891
C -2.578 -3.034 -2.679
H 1.668 0.169 -4.854
H -4.526 2.701 1.566
H 3.067 -3.472 -2.936
H -0.151 2.133 1.195
H -1.623 -5.311 -1.087
H 2.939 0.352 1.405
H -2.410 0.411 -4.643
H 0.855 3.276 -1.918
H -2.516 -3.552 -3.638
H -1.800 2.043 3.385
H 3.220 0.300 -4.038
H -0.653 0.684 -4.144
H -0.779 -1.544 6.327
H -4.835 3.404 3.157
H 3.057 -1.803 2.214
H 1.058 1.587 3.642
H -2.419 2.252 0.925
H -1.621 -2.914 -0.949
H -1.105 -5.209 -2.688
H 0.687 -4.481 -0.252
H 3.694 4.695 -1.071
H 2.540 -5.154 -3.019
H 1.780 4.151 0.856
H 3.562 3.694 0.860
H 0.004 0.397 5.906
H 0.664 -2.342 5.557
H -1.831 3.905 0.799
H -3.613 -1.311 -3.404
H -1.063 -2.750 5.118
H 0.168 4.451 -0.892
H 2.526 2.745 -0.178
H -3.458 -3.504 -2.230
H -3.065 -1.137 -1.808
H 2.987 -4.411 -1.453
H 4.483 -2.040 1.328
H -4.358 4.447 1.766
H -0.591 2.074 -1.226
H 1.639 -0.002 -2.132
H -1.985 1.028 -3.064
H -0.082 3.366 2.509
H 0.864 -5.800 -1.389
H -0.390 4.442 -2.638
H 0.013 2.429 4.785
H 1.925 1.384 -3.554
H 2.910 -1.669 0.456
H 1.341 -0.061 4.879
*
```

Question: Look up the DFT total energy of the fourth one.
Answer: -4415.86066 Eh

Question: Look up the DFT total energy of the sixth one.
Answer: -4349.25660 Eh

Question: Number 2 is which compound?
Answer: C16H45N3O5

Question: DFT total energy of number 6 (C16H46Mn2N2O12S)?
Answer: -4349.25660 Eh